1.
ORCA calculation (the ωB97M-V functional and the def2-TZVPD basis) on C6F19HfO18S6 as an isolated structure.

Structure (XYZ):
```
50
Properties=species:S:1:pos:R:3:forces:R:3
Hf 0.363 0.207 -0.227 2.55 -4.92 1.87
C -0.369 1.449 -4.601 -0.50 -2.33 1.60
F -1.620 1.788 -5.061 2.03 -0.17 -0.06
F 0.373 0.746 -5.535 -1.34 1.69 0.83
F 0.288 2.518 -4.168 -0.35 -0.29 -0.90
S -0.635 0.188 -3.096 -0.08 -2.29 1.14
O -1.106 0.938 -1.918 -2.40 0.71 -0.99
O -1.417 -0.932 -3.642 1.54 3.08 0.41
O 0.687 -0.147 -2.501 1.25 -0.40 -1.79
C 0.681 -3.717 -2.616 0.08 2.09 1.28
F -0.356 -3.453 -3.442 0.65 -0.40 0.23
F 1.122 -4.942 -2.850 0.04 -0.61 -0.22
F 1.703 -2.845 -2.913 -1.11 -1.03 -0.04
S 0.219 -3.434 -0.751 2.72 -0.59 3.43
O 1.476 -3.643 0.020 -2.63 -0.62 -2.75
O -0.114 -1.990 -0.757 -1.14 0.30 -0.90
O -0.881 -4.322 -0.377 0.84 0.93 -1.66
C -0.001 -1.551 4.463 0.33 0.45 -3.31
F -1.357 -1.582 4.523 0.96 -0.15 1.16
F 0.397 -0.270 4.487 -0.42 -0.55 1.72
F 0.598 -2.340 5.386 -1.01 1.19 -0.42
S 0.443 -2.066 2.679 4.27 -5.56 -3.86
O 0.244 -0.979 1.732 -1.90 2.71 0.26
O 1.864 -2.462 2.449 -2.62 0.77 3.22
O -0.415 -3.213 2.396 -0.73 1.28 1.53
C -1.212 4.081 -1.138 0.32 0.39 2.13
F -2.143 3.237 -1.407 -0.99 -0.53 -0.42
F -0.654 4.523 -2.247 -0.08 0.72 -0.19
F -1.796 5.105 -0.398 0.95 -0.66 -1.12
S 0.115 3.255 -0.094 3.09 -1.03 1.46
O 0.959 4.264 0.535 -1.97 -0.56 -1.22
O -0.468 2.225 0.748 -2.33 0.41 1.99
O 0.820 2.324 -0.987 1.66 0.82 -2.32
C -4.450 0.480 0.737 0.66 -0.93 -1.96
F -5.733 0.050 0.439 1.36 0.49 0.62
F -4.289 1.663 0.095 -0.36 -0.17 1.04
F -4.298 0.561 2.035 -0.57 0.87 0.67
S -3.166 -0.724 0.075 0.14 -1.95 -2.64
O -3.467 -1.949 0.799 0.12 1.52 -0.39
O -3.494 -0.700 -1.370 0.34 0.11 2.35
O -1.793 -0.197 0.353 -1.48 0.57 0.20
C 4.526 1.764 2.216 -1.86 -1.59 -0.92
F 5.437 1.662 3.198 -0.10 -0.01 -0.46
F 4.020 2.979 2.220 0.06 1.45 0.25
F 5.105 1.578 1.010 0.36 0.13 0.71
S 3.069 0.503 2.396 2.26 -6.64 -2.75
O 3.722 -0.822 2.053 -0.51 4.77 0.22
O 2.758 0.486 3.783 -0.78 1.96 1.38
O 1.981 0.884 1.434 1.15 1.46 0.81
F 2.266 -1.181 -0.167 -2.50 3.09 -1.20
```
Forces are in eV/Å.

spin multiplicity = 1
E_HOMO = -0.3955 eV
total charge = -3
Kohn-Sham gap = 6.198 eV


2.
ORCA calculation (the ωB97M-V functional and the def2-TZVPD basis) on C42H57Cl2CoNP3Si as an isolated structure.

Structure (XYZ):
```
107
Properties=species:S:1:pos:R:3:forces:R:3
Co -0.773 0.636 0.738 0.53 -0.21 0.11
C 1.861 3.961 -1.405 -0.06 0.05 0.01
C 0.794 3.450 -0.438 0.04 -0.08 0.06
C 1.456 3.089 0.894 -0.05 0.01 0.07
P -0.284 2.026 -1.006 0.06 -0.36 0.12
C -1.632 2.860 -2.003 -0.06 -0.01 0.09
C -1.313 4.148 -2.760 -0.02 -0.03 0.00
C -2.269 1.838 -2.949 0.01 0.02 0.01
C 0.620 1.120 -2.344 0.01 0.14 -0.07
C 1.128 1.706 -3.508 0.00 0.02 0.09
C 1.725 0.936 -4.492 0.03 -0.11 -0.06
C 1.820 -0.441 -4.327 -0.10 0.06 -0.12
C 1.314 -1.025 -3.178 -0.26 -0.03 -0.09
C 0.697 -0.266 -2.179 -0.02 -0.14 0.00
Si -0.055 -1.016 -0.577 -0.65 0.54 -0.48
C -1.687 -1.810 -1.287 0.17 -0.19 0.09
C -1.703 -2.730 -2.342 0.02 0.00 0.03
C -2.870 -3.343 -2.767 -0.02 0.00 -0.01
C -4.067 -3.069 -2.118 0.01 -0.03 -0.02
C -4.086 -2.140 -1.092 -0.01 0.02 0.00
C -2.919 -1.480 -0.697 -0.09 0.09 -0.02
P -2.875 -0.150 0.577 -0.02 0.05 -0.26
C -4.109 1.146 0.034 -0.02 -0.06 0.09
C -5.534 0.817 -0.408 0.03 0.02 -0.02
C -4.092 2.264 1.083 0.06 0.00 -0.02
C -3.556 -0.964 2.110 0.15 0.06 0.09
C -5.060 -0.934 2.360 0.02 0.00 0.01
C -3.041 -2.401 2.183 0.01 0.01 0.05
C 1.170 -2.443 -0.268 -0.09 0.13 0.20
C 0.776 -3.780 -0.230 0.00 -0.05 0.09
C 1.685 -4.799 0.025 0.00 0.03 -0.01
C 3.018 -4.491 0.244 -0.01 0.01 -0.01
C 3.429 -3.165 0.207 0.06 -0.06 -0.01
C 2.525 -2.135 -0.039 0.11 0.06 -0.06
P 2.996 -0.350 -0.108 0.19 -0.02 0.08
C 4.192 -0.036 1.292 -0.02 -0.04 -0.07
C 5.535 -0.761 1.398 -0.02 0.02 0.00
C 3.427 -0.152 2.608 -0.06 0.09 0.00
C 4.032 -0.203 -1.668 -0.12 0.09 -0.01
C 4.906 1.050 -1.588 -0.02 -0.03 0.00
C 4.815 -1.413 -2.168 -0.05 0.06 0.00
H 2.466 4.717 -0.897 0.01 0.02 -0.01
H 1.448 4.417 -2.303 -0.01 -0.02 -0.05
H 2.528 3.153 -1.706 0.01 -0.01 -0.01
H 0.073 4.255 -0.247 -0.01 -0.03 0.02
H 2.160 2.264 0.760 0.01 0.02 -0.02
H 0.732 2.762 1.639 0.01 0.01 -0.01
H 2.000 3.955 1.282 0.03 0.03 -0.01
H -2.361 3.116 -1.226 0.02 0.01 -0.01
H -0.706 3.957 -3.645 0.04 -0.01 0.00
H -0.803 4.884 -2.140 0.01 0.03 0.02
H -2.247 4.601 -3.105 0.00 0.00 -0.03
H -1.611 1.644 -3.798 0.00 0.02 -0.02
H -3.220 2.215 -3.335 -0.03 0.00 0.01
H -2.449 0.877 -2.464 0.01 -0.04 0.01
H 1.065 2.774 -3.661 0.00 0.03 0.02
H 2.120 1.410 -5.383 0.00 0.00 -0.01
H 2.294 -1.050 -5.088 0.02 -0.01 -0.01
H 1.411 -2.098 -3.046 0.02 -0.04 0.02
H -0.774 -2.973 -2.845 0.05 -0.05 0.01
H -2.847 -4.045 -3.592 0.01 -0.02 -0.01
H -4.980 -3.573 -2.412 0.00 0.01 -0.01
H -5.019 -1.938 -0.584 -0.03 0.02 0.00
H -3.595 1.533 -0.844 0.01 0.00 -0.04
H -6.176 0.535 0.424 -0.01 -0.04 0.02
H -5.557 0.024 -1.152 -0.01 0.00 -0.03
H -5.974 1.706 -0.871 -0.02 0.02 0.02
H -4.669 1.993 1.968 0.00 0.00 0.03
H -4.529 3.179 0.674 -0.04 0.01 -0.02
H -3.073 2.483 1.411 0.00 0.01 0.01
H -3.059 -0.398 2.907 -0.02 0.00 -0.01
H -5.613 -1.438 1.565 -0.01 -0.02 -0.02
H -5.449 0.078 2.459 -0.01 -0.01 -0.01
H -5.276 -1.463 3.293 0.00 0.00 0.00
H -3.627 -3.057 1.535 0.01 0.00 0.00
H -3.113 -2.772 3.208 -0.01 -0.01 0.02
H -1.999 -2.470 1.882 0.13 -0.02 0.00
H -0.266 -4.030 -0.383 -0.05 -0.02 -0.03
H 1.352 -5.829 0.053 -0.01 -0.01 0.01
H 3.739 -5.277 0.434 0.00 0.00 0.02
H 4.476 -2.940 0.354 0.03 0.02 0.02
H 4.396 1.031 1.137 0.06 -0.01 -0.04
H 5.414 -1.737 1.869 -0.02 -0.04 -0.02
H 6.210 -0.181 2.035 0.01 -0.02 0.03
H 6.030 -0.902 0.439 0.02 0.01 -0.04
H 3.138 -1.185 2.794 -0.06 -0.07 0.04
H 2.515 0.448 2.596 -0.09 -0.05 0.02
H 4.051 0.180 3.443 0.03 0.01 0.01
H 3.263 0.004 -2.422 0.26 0.01 0.26
H 5.796 0.887 -0.979 0.05 0.00 0.06
H 4.358 1.893 -1.162 0.00 0.02 -0.01
H 5.236 1.341 -2.588 0.02 0.00 -0.03
H 5.645 -1.674 -1.510 0.03 -0.02 0.04
H 5.233 -1.198 -3.156 0.03 0.01 -0.03
H 4.173 -2.289 -2.260 0.00 -0.02 -0.01
Cl 0.475 -2.222 3.242 0.02 0.01 -0.08
C -0.089 -0.942 4.288 0.03 0.04 0.02
C -0.187 -1.206 5.635 -0.02 0.02 0.05
C -0.637 -0.237 6.527 0.00 -0.03 0.00
C -0.985 1.009 6.015 0.00 0.04 0.03
C -0.877 1.273 4.671 -0.03 0.01 0.03
Cl -1.344 2.860 4.097 0.00 0.03 0.00
C -0.412 0.329 3.694 0.05 -0.18 -0.03
N -0.298 0.624 2.427 -0.24 0.25 -0.13
H 0.095 -2.188 5.992 -0.01 -0.04 -0.02
H -0.718 -0.447 7.584 0.01 0.00 0.01
H -1.344 1.793 6.670 -0.02 0.01 0.00
```
Forces are in eV/Å.

spin multiplicity = 2
E_HOMO (alpha / beta) = -2.8844 / -3.6042 eV
total charge = -1
Kohn-Sham gap (alpha / beta) = 5.440 / 6.162 eV


3.
ORCA calculation (the ωB97M-V functional and the def2-TZVPD basis) on a 2-piece molecular cluster, CH8NO overall.

Structure (XYZ):
```
11
Properties=species:S:1:pos:R:3:forces:R:3
C -0.715 0.972 -1.294 0.32 0.40 -1.14
N -0.126 -0.079 -0.415 -1.23 0.22 1.28
H -1.760 0.801 -1.517 -0.09 -0.61 0.12
H -0.692 1.957 -0.834 0.48 -0.20 0.22
H -0.172 0.965 -2.234 0.06 0.26 0.01
H -0.907 -0.425 0.146 0.18 -0.39 0.19
H 0.513 0.262 0.301 0.30 0.15 -0.06
H 0.331 -0.903 -0.797 -0.03 0.09 -0.68
H 1.384 -0.523 2.583 -0.07 -0.24 -0.49
H 1.033 -1.950 2.234 0.00 -0.06 -0.21
O 1.111 -1.078 1.827 0.08 0.35 0.76
```
Forces are in eV/Å.

spin multiplicity = 1
E_HOMO = -16.4263 eV
total charge = +1
Kohn-Sham gap = 12.746 eV


4.
ORCA calculation (the ωB97M-V functional and the def2-TZVPD basis) on an isolated molecule of C22H22O5.

Structure (XYZ):
```
49
Properties=species:S:1:pos:R:3:forces:R:3
C -0.182 2.941 -3.718 -0.85 -1.42 0.46
C -0.646 2.928 -2.277 -0.37 -0.42 1.28
C -0.415 1.965 -1.318 -1.99 2.40 -2.01
C 0.513 0.882 -1.570 0.26 -2.52 -1.69
C 1.825 1.213 -1.994 -0.65 0.42 1.23
C 2.758 0.225 -2.278 1.51 -1.05 -0.14
C 2.313 -1.151 -2.279 -1.52 2.23 0.08
O 3.175 -2.164 -2.594 1.07 -0.49 0.58
C 4.373 -2.207 -1.938 2.20 -0.69 -1.23
C 5.391 -3.229 -2.465 -1.69 1.60 -1.27
O 4.833 -1.479 -1.115 -1.48 1.22 0.95
C 0.947 -1.506 -2.074 1.32 3.47 1.12
C 0.054 -0.481 -1.661 2.23 1.15 -0.63
C -0.964 2.130 0.077 0.22 -0.36 -0.08
C -1.092 0.846 0.910 -0.85 0.30 1.63
C -2.317 0.162 0.973 0.42 -0.02 -2.03
C -2.497 -0.997 1.759 0.85 1.31 1.52
C -1.503 -1.286 2.757 -0.14 -0.05 -2.39
O -1.570 -2.358 3.615 0.01 0.90 -0.15
C -2.396 -3.346 3.343 -2.43 -4.93 -1.76
C -3.254 -3.743 4.573 0.77 -0.24 0.47
O -2.468 -4.069 2.306 0.72 3.51 3.30
C -0.321 -0.581 2.774 -0.72 -0.13 -1.24
C -0.145 0.431 1.858 1.40 2.11 0.65
O -0.105 3.015 0.668 4.58 1.29 2.20
C -1.314 3.568 0.688 -2.29 -0.41 -2.51
C -2.093 3.550 1.966 -1.11 0.50 0.57
H 0.190 1.986 -4.086 0.25 -0.17 0.43
H -0.966 3.164 -4.446 -0.12 0.55 0.39
H 0.602 3.636 -3.756 1.13 1.20 -0.63
H -1.150 3.892 -1.969 0.20 -1.44 -0.38
H 2.032 2.311 -1.927 0.33 -1.24 -0.27
H 3.910 0.487 -2.418 -2.85 -0.70 0.14
H 6.167 -2.586 -2.979 -0.74 -1.14 0.57
H 5.711 -3.668 -1.564 0.96 -0.81 0.67
H 4.869 -3.912 -3.116 0.42 -0.45 -0.40
H 0.654 -2.496 -1.979 -0.39 -1.80 -0.33
H -0.982 -0.670 -1.484 -0.39 -0.34 0.23
H -2.975 0.568 0.139 -0.06 -1.16 1.49
H -3.433 -1.521 1.787 -0.19 -0.23 -0.25
H -3.288 -2.954 5.376 0.39 -0.92 -0.81
H -2.801 -4.728 4.945 -0.73 1.44 -0.26
H -4.292 -3.939 4.282 0.35 -0.11 -0.21
H 0.556 -0.865 3.302 0.13 -0.33 0.99
H 0.778 1.001 2.163 -0.85 -0.26 -1.47
H -1.505 4.416 -0.086 0.29 -1.44 1.55
H -1.499 3.242 2.855 -0.33 -0.06 -0.81
H -2.556 4.536 2.217 0.42 -0.67 -0.35
H -2.920 2.840 1.753 0.31 0.38 0.80
```
Forces are in eV/Å.

spin multiplicity = 1
E_HOMO = -8.2643 eV
total charge = 0
Kohn-Sham gap = 9.001 eV


ΔE to the lowest compared entry with this formula, charge and spin readings, ordered: 117.71; 0.00; 7.69; 103.46 kcal per mole